Record 1
An isolated molecule of C4H11NOS in a non-equilibrium geometry. Source: the Open Molecules 2025 dataset; level of theory: the ωB97M-V functional and the def2-TZVPD basis.

DFT total energy = -687.16775 Eh
largest force on an atom = 1.47 eV/A
spin multiplicity = 1
LUMO level = 0.9 eV
orbital gap = 10.012 eV
net charge = 0
relative energy (zero: lowest compared OMol25 entry of this formula, charge and spin) = 1.1318 eV

Element x y z (Å)
1 C -1.04 -0.87 0.80
2 C -0.45 0.09 -0.24
3 C -0.95 1.55 -0.17
4 S -2.75 1.71 -0.05
5 N 1.01 0.18 -0.26
6 C 1.76 -1.03 -0.48
7 O 3.14 -0.71 -0.68
8 H -1.19 -0.44 1.80
9 H -2.00 -1.23 0.45
10 H -0.36 -1.71 0.96
11 H -0.81 -0.28 -1.21
12 H -0.62 2.04 -1.08
13 H -0.52 2.05 0.70
14 H -2.88 1.11 1.13
15 H 1.30 0.65 0.58
16 H 1.43 -1.50 -1.41
17 H 1.77 -1.66 0.41
18 H 3.18 0.08 -1.24

---

Record 2
C21H38NO3P2Sn as an isolated structure in a non-equilibrium geometry. Source: the Open Molecules 2025 dataset; level of theory: the ωB97M-V functional and the def2-TZVPD basis.

DFT total energy = -2000.18882 Eh
largest force on an atom = 3.08 eV/A
spin multiplicity = 1
LUMO level = -2.6 eV
orbital gap = 7.155 eV
net charge = +1
relative energy (zero: lowest compared OMol25 entry of this formula, charge and spin) = 0.0000 eV

Element x y z (Å)
1 C -0.50 3.92 -2.19
2 C -0.55 2.56 -1.80
3 N 0.34 2.08 -0.85
4 C 1.14 2.94 -0.20
5 C 1.15 4.30 -0.50
6 C 0.34 4.79 -1.52
7 C -1.56 1.71 -2.23
8 P -1.96 0.18 -1.53
9 Sn 0.17 -0.24 -0.10
10 P 2.43 0.60 0.70
11 C 2.04 2.41 0.90
12 C 0.20 -2.49 -0.02
13 C -0.88 -3.14 0.55
14 C -0.85 -4.54 0.72
15 C 0.28 -5.26 0.29
16 C 1.36 -4.60 -0.29
17 C 1.33 -3.20 -0.44
18 O -0.48 0.68 -4.91
19 O 0.08 -1.68 -3.66
20 H -1.15 4.24 -3.01
21 H 1.82 4.95 0.07
22 H 0.34 5.85 -1.77
23 C -3.29 0.68 -0.42
24 C -2.55 -1.17 -2.57
25 H 2.99 2.96 0.90
26 H 1.57 2.56 1.89
27 H -0.71 1.10 -4.02
28 H -2.30 2.12 -3.00
29 C 3.00 0.01 2.32
30 C 3.90 0.61 -0.36
31 H -1.77 -2.58 0.87
32 H -1.70 -5.05 1.17
33 H 0.31 -6.35 0.42
34 H 2.24 -5.16 -0.63
35 H 2.18 -2.68 -0.89
36 H 0.83 -0.76 -1.91
37 H 0.74 -2.19 -4.08
38 H 0.21 -0.89 -4.16
39 H 0.25 1.29 -5.10
40 H 1.55 -0.60 -1.74
41 H -4.13 0.99 -1.06
42 H -3.57 -0.16 0.21
43 H -2.96 1.53 0.19
44 H -3.37 -0.78 -3.19
45 H -1.74 -1.57 -3.21
46 H -2.93 -1.97 -1.92
47 H 4.74 1.11 0.15
48 H 4.19 -0.42 -0.58
49 H 3.70 1.13 -1.30
50 H 3.96 0.47 2.58
51 H 2.28 0.23 3.12
52 H 3.14 -1.08 2.26
53 C -0.42 -1.22 3.43
54 C -1.02 0.06 2.87
55 C -2.53 0.04 3.01
56 C -0.49 1.27 3.62
57 O -0.73 0.24 1.51
58 H -0.53 -1.22 4.52
59 H 0.65 -1.32 3.20
60 H -0.94 -2.10 3.04
61 H -2.80 -0.03 4.07
62 H -2.98 0.95 2.61
63 H -2.97 -0.82 2.50
64 H 0.60 1.35 3.58
65 H -0.92 2.19 3.21
66 H -0.78 1.20 4.68

---

Record 3
C19H33As2CoN2O5 as an isolated structure. Source: the Open Molecules 2025 dataset; level of theory: the ωB97M-V functional and the def2-TZVPD basis.

DFT total energy = -7083.63475 Eh
largest force on an atom = 0.56 eV/A
spin multiplicity = 1
LUMO level = 0.1 eV
orbital gap = 8.049 eV
net charge = 0
relative energy (zero: lowest compared OMol25 entry of this formula, charge and spin) = 2.1635 eV

Element x y z (Å)
1 Co 1.06 -0.95 0.00
2 C 2.34 -4.57 1.52
3 C 2.13 -3.16 1.08
4 N 1.09 -2.79 0.42
5 O 0.13 -3.76 0.18
6 C 3.05 -2.09 1.40
7 C 4.35 -2.22 2.11
8 N 2.60 -0.90 1.05
9 O 3.15 0.17 1.33
10 H 1.39 -5.06 1.70
11 H 2.94 -4.60 2.43
12 H 2.87 -5.13 0.75
13 H -0.60 -3.25 -0.19
14 H 4.75 -3.23 2.01
15 H 4.26 -1.99 3.17
16 H 5.06 -1.51 1.69
17 C -1.99 3.89 -2.00
18 As -0.99 2.31 -1.37
19 C 0.26 3.25 -0.20
20 C -2.30 1.71 -0.03
21 C -2.90 2.63 0.83
22 C -3.87 2.24 1.74
23 C -4.25 0.91 1.80
24 C -3.64 -0.02 0.97
25 C -2.67 0.36 0.05
26 As -1.72 -1.01 -1.00
27 C -2.85 -2.56 -0.58
28 C -2.43 -0.70 -2.80
29 H -2.29 4.54 -1.18
30 H -2.87 3.56 -2.54
31 H -1.35 4.44 -2.68
32 H -0.26 3.72 0.64
33 H 0.76 4.03 -0.79
34 H 1.00 2.55 0.17
35 H -2.61 3.68 0.78
36 H -4.33 2.98 2.39
37 H -5.01 0.59 2.51
38 H -3.93 -1.05 1.06
39 H -3.90 -2.34 -0.76
40 H -2.71 -2.86 0.46
41 H -2.56 -3.39 -1.23
42 H -3.51 -0.54 -2.76
43 H -2.21 -1.58 -3.40
44 H -1.94 0.17 -3.24
45 C 3.72 1.06 -1.60
46 C 2.51 0.45 -2.29
47 C 1.95 1.40 -3.34
48 O 1.49 0.10 -1.37
49 H 4.47 1.34 -2.34
50 H 4.17 0.36 -0.89
51 H 3.42 1.95 -1.04
52 H 2.82 -0.47 -2.79
53 H 1.65 2.34 -2.88
54 H 1.08 0.97 -3.83
55 H 2.71 1.61 -4.09
56 C -0.59 0.92 3.15
57 O 0.26 0.52 2.06
58 C 0.01 -0.68 1.54
59 O -0.83 -1.43 1.97
60 H -0.43 1.99 3.27
61 H -0.30 0.39 4.06
62 H -1.63 0.71 2.92

---

relative energy (zero: lowest compared OMol25 entry of this formula, charge and spin) of number 2 (C21H38NO3P2Sn)?
0.0000 eV

---

Look up the spin multiplicity of the second one.
1

---

The lowest LUMO level belongs to which entry?
C21H38NO3P2Sn

---

What is the formula in the second record?
C21H38NO3P2Sn